Below is a 14-piece molecular cluster, C28H84N4O14 overall, with properties calculated with ωB97M-V/def2-TZVPD.

Positions of all 130 atoms, in Å:
C -9.609 20.848 5.996
O -9.623 21.973 6.839
H -9.595 21.066 4.897
H -10.561 20.348 6.128
H -8.750 20.223 6.278
H -10.195 22.683 6.429
C -7.255 16.943 12.580
O -6.765 17.174 13.869
H -6.476 16.412 11.998
H -7.400 17.883 12.073
H -8.227 16.445 12.524
H -6.784 16.262 14.242
C -6.077 15.059 7.906
O -6.003 15.502 9.255
H -6.387 13.993 7.774
H -5.105 15.164 7.400
H -6.843 15.725 7.482
H -5.591 14.848 9.819
C -2.381 20.863 9.138
O -2.452 22.116 9.792
H -1.699 20.749 8.282
H -3.415 20.547 8.850
H -1.931 20.096 9.831
H -1.913 21.983 10.603
C -3.493 17.456 7.374
O -3.341 18.800 6.849
H -4.551 17.284 7.457
H -3.125 17.332 8.383
H -2.993 16.771 6.678
H -3.352 18.685 5.900
C -9.460 16.394 9.943
O -9.464 17.291 8.904
N -8.567 15.457 10.122
N -10.344 16.525 10.941
H -7.682 15.507 9.557
H -8.431 14.831 10.917
H -10.851 17.419 10.848
H -10.445 15.853 11.674
C -10.471 20.396 9.863
O -11.080 19.574 10.753
N -9.836 19.975 8.825
N -10.522 21.687 9.949
H -9.524 19.026 8.812
H -9.607 20.546 8.009
H -11.009 22.170 10.711
H -9.907 22.209 9.398
C -4.459 23.057 11.684
C -5.424 23.536 10.619
C -5.788 24.984 11.035
O -5.042 23.500 9.424
H -4.077 22.082 11.528
H -4.928 23.058 12.685
H -3.512 23.581 11.761
H -6.287 22.936 10.709
H -5.008 25.676 10.819
H -6.030 25.118 12.082
H -6.693 25.288 10.548
H -5.936 23.460 9.061
C -8.805 20.024 12.957
C -8.160 21.239 12.280
C -8.480 22.549 13.026
O -6.901 21.159 12.208
H -9.678 20.293 13.467
H -8.096 19.600 13.737
H -8.990 19.216 12.220
H -8.519 21.250 11.234
H -9.444 22.491 13.527
H -8.470 23.365 12.335
H -7.947 22.843 13.897
H -6.525 20.680 12.972
C -2.671 20.343 13.109
C -1.208 20.715 13.002
C -0.317 19.581 12.533
O -1.032 21.531 12.109
H -3.148 20.103 12.159
H -3.291 21.140 13.517
H -2.817 19.528 13.745
H -0.947 21.150 13.972
H -0.588 19.182 11.506
H -0.417 18.658 13.127
H 0.767 19.779 12.540
H -0.173 22.001 12.257
C -7.100 18.282 3.012
C -6.983 19.231 4.147
C -6.582 18.622 5.478
O -6.085 20.071 3.993
H -7.866 17.545 3.196
H -6.232 17.791 2.752
H -7.386 18.787 2.089
H -7.899 19.797 4.212
H -7.466 18.157 5.851
H -6.273 19.332 6.272
H -5.869 17.789 5.357
H -6.122 20.504 3.101
C -4.854 18.737 10.415
C -5.589 19.463 9.369
C -6.948 18.725 9.232
O -5.706 20.648 9.741
H -5.046 17.696 10.443
H -5.071 19.140 11.408
H -3.797 18.859 10.235
H -5.119 19.513 8.345
H -7.583 18.728 10.070
H -6.874 17.735 8.722
H -7.597 19.274 8.593
H -6.178 20.716 10.600
C -3.085 16.254 13.914
C -3.633 16.214 12.526
C -2.663 16.501 11.405
O -4.205 15.141 12.344
H -2.541 17.175 14.064
H -2.521 15.344 14.144
H -3.949 16.230 14.532
H -4.387 16.991 12.444
H -1.830 15.846 11.387
H -2.317 17.516 11.554
H -3.219 16.527 10.471
H -4.929 15.067 12.992
C -5.776 22.318 6.728
C -4.415 21.900 6.207
C -4.153 22.446 4.796
O -3.471 22.169 6.918
H -6.537 21.986 5.983
H -5.874 23.379 6.827
H -5.939 21.950 7.707
H -4.401 20.827 6.149
H -3.317 21.905 4.322
H -4.123 23.530 4.781
H -4.967 22.143 4.087
H -2.806 21.632 6.457

Computed properties:
HOMO level	-8.382	eV
Kohn-Sham gap	8.39	eV
energy relative to the best compared isomer or geometry (same formula, charge and spin)	1122.38	kJ/mol

=====

Below is a 14-piece molecular cluster, C28H84O28 overall, with properties calculated with ωB97M-V/def2-TZVPD.

Positions of all 140 atoms, in Å:
C -1.666 -4.316 2.045
C -2.826 -4.989 1.319
O -2.379 -5.833 0.271
O -0.959 -3.456 1.178
H -0.956 -5.110 2.302
H -2.046 -3.877 2.970
H -3.470 -4.163 0.977
H -3.415 -5.612 1.995
H -1.482 -5.551 0.065
H -1.373 -2.585 1.186
C -3.537 3.743 3.025
C -3.402 3.862 1.527
O -2.284 3.175 0.969
O -3.855 2.418 3.412
H -4.334 4.428 3.345
H -2.636 4.116 3.525
H -3.376 4.926 1.285
H -4.305 3.487 1.026
H -2.050 2.467 1.578
H -3.752 2.330 4.365
C -0.151 -1.745 5.522
C 1.051 -1.559 6.438
O 1.929 -2.675 6.485
O 0.242 -2.074 4.171
H -0.882 -0.937 5.547
H -0.592 -2.705 5.813
H 0.630 -1.378 7.437
H 1.675 -0.704 6.166
H 1.422 -3.446 6.760
H 0.659 -1.263 3.847
C -3.638 0.112 0.869
C -5.027 -0.485 1.158
O -5.936 0.588 1.380
O -2.635 -0.888 0.823
H -3.382 0.810 1.657
H -3.777 0.614 -0.092
H -5.006 -1.135 2.035
H -5.337 -1.007 0.254
H -5.934 0.825 2.310
H -2.640 -1.339 -0.034
C -2.036 3.837 -3.580
C -1.935 3.048 -2.297
O -0.891 3.466 -1.458
O -2.064 5.232 -3.292
H -2.917 3.497 -4.134
H -1.195 3.603 -4.247
H -1.913 1.963 -2.464
H -2.876 3.212 -1.743
H -1.199 3.423 -0.544
H -2.730 5.614 -3.869
C 3.499 -1.213 3.363
C 4.483 -1.173 2.212
O 4.914 -2.450 1.824
O 4.015 -2.009 4.424
H 2.614 -1.736 2.966
H 3.162 -0.232 3.713
H 5.269 -0.431 2.422
H 3.993 -0.765 1.324
H 5.223 -2.927 2.603
H 3.314 -1.987 5.087
C -0.815 -0.355 -6.193
C -1.928 -1.367 -6.313
O -2.003 -1.879 -7.626
O -0.782 0.217 -4.896
H -0.876 0.437 -6.956
H 0.118 -0.831 -6.539
H -2.892 -0.968 -5.986
H -1.760 -2.174 -5.585
H -1.339 -2.565 -7.730
H 0.118 0.556 -4.782
C -0.157 2.464 5.176
C -0.399 2.040 3.744
O 0.621 1.149 3.375
O -1.313 3.237 5.583
H 0.736 3.084 5.259
H -0.084 1.591 5.827
H -0.524 2.887 3.061
H -1.398 1.572 3.721
H 0.890 1.271 2.454
H -0.975 3.963 6.113
C 3.709 2.686 4.376
C 3.897 2.522 2.898
O 4.274 3.783 2.332
O 4.980 2.525 5.055
H 3.164 1.832 4.780
H 3.224 3.622 4.662
H 2.880 2.342 2.517
H 4.543 1.731 2.526
H 4.668 3.757 1.460
H 5.602 3.107 4.604
C -3.866 0.257 -3.460
C -3.181 -1.005 -3.035
O -3.701 -1.578 -1.832
O -4.965 -0.087 -4.344
H -3.222 0.895 -4.074
H -4.243 0.957 -2.710
H -2.123 -0.853 -2.824
H -3.228 -1.758 -3.822
H -4.663 -1.575 -1.867
H -5.011 0.546 -5.063
C 4.593 2.305 -1.676
C 5.516 3.464 -1.244
O 6.902 3.101 -1.326
O 4.391 1.437 -0.553
H 5.015 1.792 -2.538
H 3.669 2.824 -1.952
H 5.311 3.643 -0.192
H 5.401 4.342 -1.872
H 7.061 2.372 -0.719
H 5.043 0.751 -0.740
C -0.991 -3.891 -2.652
C -0.008 -4.955 -3.094
O -0.274 -5.470 -4.386
O -2.360 -4.197 -2.842
H -0.754 -2.930 -3.141
H -0.828 -3.642 -1.596
H 0.055 -5.754 -2.347
H 0.976 -4.484 -3.111
H -0.931 -6.168 -4.323
H -2.386 -4.872 -3.527
C 0.465 0.116 0.340
C 0.469 -0.642 -0.970
O 0.277 0.252 -2.056
O 1.769 0.635 0.679
H 0.272 -0.589 1.155
H -0.302 0.893 0.385
H -0.364 -1.354 -0.921
H 1.407 -1.202 -1.063
H -0.112 -0.228 -2.794
H 2.307 0.676 -0.120
C 3.125 -0.164 -3.932
C 3.255 -1.629 -4.255
O 3.984 -1.856 -5.454
O 2.098 0.395 -4.731
H 4.081 0.342 -4.105
H 2.906 -0.026 -2.864
H 2.310 -2.180 -4.274
H 3.854 -2.089 -3.464
H 3.508 -1.448 -6.185
H 2.020 1.350 -4.646

Computed properties:
HOMO level	-9.710	eV
Kohn-Sham gap	9.93	eV
energy relative to the best compared isomer or geometry (same formula, charge and spin)	278.53	kJ/mol

=====

Below is C28H85Cr2O23S2 as an isolated structure, with properties calculated with ωB97M-V/def2-TZVPD.

Positions of all 140 atoms, in Å:
Cr 0.685 0.217 2.200
Cr 1.965 0.851 -1.206
S 2.683 1.919 1.747
O 1.260 2.209 1.851
O 2.714 0.629 2.351
O 2.953 1.801 0.350
O 3.474 2.891 2.474
S 2.205 -1.344 -2.765
O 3.130 -0.872 -1.714
O 1.239 -0.272 -2.885
O 2.772 -1.738 -4.018
O 1.603 -2.575 -2.337
O 0.646 0.000 0.187
H -0.017 -0.514 -0.313
C -4.565 1.579 -2.868
C -4.393 2.798 -1.972
O -4.131 2.520 -0.653
H -5.557 1.148 -2.729
H -3.750 0.891 -2.644
H -4.484 1.761 -3.940
H -5.243 3.479 -2.014
H -3.558 3.371 -2.378
H -3.742 3.322 -0.297
C -0.790 0.777 -7.262
C -0.468 0.972 -5.760
O 0.119 -0.250 -5.245
H -1.262 -0.192 -7.420
H 0.128 0.646 -7.835
H -1.365 1.567 -7.745
H -1.413 1.084 -5.229
H 0.095 1.876 -5.529
H 0.559 -0.022 -4.423
C -1.216 -6.410 -3.727
C -0.182 -5.845 -2.721
O 0.123 -4.589 -3.265
H -2.079 -5.765 -3.890
H -1.705 -7.317 -3.371
H -0.797 -6.663 -4.701
H 0.707 -6.461 -2.584
H -0.678 -5.770 -1.754
H -0.338 -3.891 -2.793
C 0.578 0.966 6.683
C -0.134 0.625 5.328
O 0.662 0.984 4.229
H 1.511 0.403 6.656
H -0.047 0.601 7.498
H 0.769 2.011 6.927
H -1.103 1.120 5.261
H -0.462 -0.414 5.335
H 1.325 1.608 4.534
C 4.849 -0.952 6.446
C 4.463 0.035 5.339
O 3.443 -0.545 4.617
H 4.080 -1.401 7.074
H 5.519 -0.435 7.133
H 5.362 -1.826 6.043
H 5.299 0.253 4.674
H 4.084 0.973 5.743
H 3.250 -0.032 3.829
C -3.284 1.728 2.652
C -2.252 1.081 1.662
O -1.458 0.148 2.352
H -3.887 0.967 3.148
H -4.003 2.383 2.161
H -2.731 2.205 3.461
H -1.650 1.845 1.169
H -2.731 0.493 0.879
H -2.064 -0.473 2.762
C 6.537 -3.196 0.463
C 5.340 -2.231 0.217
O 4.392 -2.850 -0.610
H 7.309 -2.751 1.091
H 7.070 -3.537 -0.425
H 6.159 -4.070 0.992
H 5.640 -1.270 -0.200
H 4.839 -2.079 1.174
H 3.853 -2.145 -0.976
C 4.627 3.607 -3.816
C 3.237 3.140 -3.288
O 3.305 1.799 -2.733
H 4.629 4.683 -3.987
H 4.795 3.160 -4.796
H 5.387 3.449 -3.050
H 2.579 3.161 -4.157
H 2.785 3.834 -2.579
H 3.866 1.279 -3.312
C -0.556 3.859 -2.991
C -0.495 2.685 -2.051
O 0.685 2.587 -1.305
H -0.816 4.766 -2.445
H -1.330 3.700 -3.742
H 0.379 4.013 -3.530
H -0.542 1.796 -2.680
H -1.357 2.581 -1.392
H 0.691 3.318 -0.683
C -3.043 -3.249 1.771
C -2.834 -2.864 3.234
O -3.290 -1.548 3.360
H -2.570 -4.208 1.558
H -2.472 -2.591 1.115
H -4.081 -3.292 1.440
H -1.773 -3.006 3.440
H -3.372 -3.470 3.963
H -4.120 -1.581 3.842
C -2.910 -2.192 -2.276
C -1.421 -1.797 -2.107
O -0.810 -2.857 -1.348
H -3.536 -1.476 -2.809
H -3.298 -2.246 -1.259
H -3.090 -3.151 -2.761
H -1.274 -0.835 -1.616
H -0.977 -1.811 -3.102
H 0.132 -2.690 -1.428
C 0.926 6.464 0.088
C 0.718 5.522 1.382
O 0.128 4.313 0.916
H 1.326 7.454 0.308
H -0.037 6.552 -0.415
H 1.557 5.997 -0.668
H 0.076 6.049 2.088
H 1.689 5.337 1.841
H 0.606 3.591 1.331
C 1.704 -3.039 0.954
C 0.654 -2.830 2.048
O 1.107 -1.766 2.914
H 1.564 -3.895 0.294
H 2.640 -3.269 1.462
H 1.875 -2.181 0.304
H 0.412 -3.686 2.678
H -0.196 -2.436 1.491
H 1.741 -2.099 3.553
C -6.568 -1.503 1.232
C -5.462 -0.465 0.975
O -5.757 0.240 -0.196
H -7.516 -0.966 1.238
H -6.448 -2.017 2.185
H -6.627 -2.162 0.365
H -4.504 -0.981 0.910
H -5.383 0.160 1.865
H -5.209 1.025 -0.124

Computed properties:
total charge	-1
HOMO level (spin up / spin down)	-3.769 / -5.233	eV
<S²>	20.011
Kohn-Sham gap (spin up / spin down)	5.31 / 6.77	eV
2S+1	9